The following is a DFT calculation (ωB97M-V with the def2-TZVPD basis set) of 6 unconnected molecules or ions with the total composition C42H94F6N5P.

Atoms and positions in Å:
P -0.011761 -1.297863 -1.365672
F -1.355360 -0.515755 -1.798174
F -0.734583 -1.467345 0.071187
F -0.619922 -2.697272 -1.898243
F 1.303048 -1.993609 -0.724019
F 0.611336 -0.967036 -2.804181
F 0.652349 0.131504 -0.865652
C 3.753836 4.946477 4.440744
C 3.552824 4.061878 3.203580
C 4.138353 2.671266 3.188726
N 3.767804 1.809932 1.973019
C 2.282398 1.537955 1.805784
C 4.336920 2.523994 0.743917
C 4.807653 1.369861 -0.222008
C 5.364534 0.400662 0.851478
C 4.479061 0.484727 2.069333
H 3.538525 4.356708 5.334586
H 3.086147 5.790313 4.300056
H 4.797705 5.218843 4.590733
H 3.829409 4.644770 2.318714
H 2.475722 3.947835 3.028658
H 3.703522 2.160467 4.049714
H 5.225997 2.704925 3.227901
H 1.945961 2.564677 1.678242
H 1.868402 1.018460 2.667821
H 2.054424 0.910036 0.944596
H 3.598846 3.135132 0.228084
H 5.194914 3.163406 0.938918
H 3.934923 0.918781 -0.697478
H 5.546845 1.695910 -0.947783
H 5.449903 -0.597616 0.421816
H 6.400301 0.641559 1.096718
H 3.803261 -0.368599 2.059213
H 5.057080 0.450192 2.989975
C -2.333654 1.050565 -5.359988
C -3.076388 -0.241922 -5.064828
C -2.148495 -1.456750 -5.006603
N -2.904455 -2.815530 -4.676059
C -3.880708 -3.104180 -5.781626
C -3.555213 -2.719000 -3.304572
C -3.704152 -4.161778 -2.761119
C -2.486332 -4.844187 -3.333272
C -1.899196 -3.945086 -4.427350
H -1.457721 1.243722 -4.736403
H -2.971396 1.932975 -5.319635
H -1.950143 1.063925 -6.383585
H -3.756157 -0.442612 -5.894216
H -3.677445 -0.143306 -4.161195
H -1.466422 -1.452641 -4.160623
H -1.617522 -1.655870 -5.935666
H -3.290649 -3.039587 -6.692426
H -4.644413 -2.331946 -5.767557
H -4.306502 -4.084271 -5.580736
H -4.577674 -2.357226 -3.385644
H -2.900512 -2.212742 -2.601128
H -4.625211 -4.551644 -3.196413
H -3.833199 -4.165536 -1.681365
H -2.690913 -5.857376 -3.685771
H -1.737372 -5.103058 -2.580485
H -1.753808 -4.577239 -5.299873
H -1.001481 -3.476977 -4.035420
C -1.876917 3.282415 -2.461235
C -0.325845 3.212900 -2.379832
C 0.485430 3.797974 -3.551161
N 1.882566 3.142973 -3.614887
C 2.702211 3.471621 -2.354435
C 2.629668 3.707890 -4.790999
C 3.723291 2.675575 -5.128651
C 3.191151 1.351100 -4.546592
C 1.849527 1.656049 -3.910838
H -2.274870 2.506442 -1.805002
H -2.374654 3.183700 -3.421702
H -2.176662 4.219149 -1.988952
H -0.107905 2.152764 -2.235684
H -0.098837 3.674758 -1.418520
H 0.776684 4.844246 -3.483539
H 0.080725 3.546123 -4.528964
H 2.414353 4.514161 -2.226974
H 3.777094 3.496022 -2.526502
H 2.480369 2.804468 -1.527679
H 2.899208 4.749140 -4.585869
H 1.984969 3.963066 -5.635333
H 4.772563 2.845688 -4.888858
H 3.770704 2.759111 -6.216436
H 3.870973 1.005704 -3.766949
H 3.235309 0.664887 -5.389209
H 1.579196 1.108326 -3.013382
H 1.083884 1.465824 -4.665646
C 0.338505 -1.906788 3.933294
C -0.418694 -3.048683 3.227042
C 0.433125 -3.889250 2.307161
N -0.303567 -5.025116 1.625086
C -0.615675 -6.078223 2.694819
C -1.131150 -7.457493 2.090614
C -0.092209 -7.934713 1.138951
C 0.156047 -6.921412 0.018615
C 0.649956 -5.582367 0.581673
C -1.614062 -4.535585 0.952657
H 1.144445 -1.499331 3.320426
H 0.735019 -2.346143 4.850760
H -0.282805 -1.085704 4.289292
H -1.202300 -2.524479 2.674490
H -0.865441 -3.628703 4.033191
H 1.192655 -4.365727 2.928511
H 0.901988 -3.335737 1.493430
H 0.339318 -6.292536 3.174574
H -1.334127 -5.663091 3.395970
H -1.341395 -8.138553 2.911463
H -2.046349 -7.070560 1.641222
H 0.908777 -8.236725 1.449689
H -0.509960 -8.829871 0.667849
H 0.887132 -7.354260 -0.664784
H -0.712082 -6.726888 -0.615310
H 1.687945 -5.602913 0.904199
H 0.554712 -4.973753 -0.319855
H -1.375863 -3.701453 0.299967
H -2.318262 -4.308540 1.751178
H -2.106204 -5.380190 0.476597
C -1.817459 3.511957 7.409143
C -2.546523 3.693796 6.056301
C -1.535357 3.637771 4.938319
N -2.093447 3.077213 3.600628
C -1.019841 3.328514 2.566250
C -1.116952 2.574532 1.249520
C -1.490628 1.106717 1.411452
C -2.709418 0.902658 2.321130
C -2.471294 1.572352 3.668081
C -3.305793 3.912959 3.297381
H -1.051041 4.282142 7.487214
H -1.371130 2.516945 7.411150
H -2.513312 3.596410 8.239752
H -3.027843 4.674485 6.083006
H -3.421444 3.045896 5.981579
H -0.636346 3.073772 5.187837
H -1.229823 4.631128 4.609727
H -0.123751 3.005527 3.099982
H -1.000891 4.396944 2.355949
H -0.163516 2.615085 0.719713
H -1.780288 3.125348 0.578395
H -0.628888 0.479856 1.654170
H -1.766648 0.633672 0.467699
H -3.019798 -0.130990 2.476555
H -3.626209 1.319496 1.893567
H -1.591934 1.130079 4.139955
H -3.320389 1.532577 4.345951
H -3.557939 3.811697 2.240330
H -3.030856 4.958333 3.431220
H -4.238148 3.719941 3.822364

Cartesian forces (eV/Å) of the 3 atoms listed first:
P 0.1 1.2 0.9
F -0.3 0.2 -0.6
F 0.1 -0.6 0.5

Calculated values
* energy above the lowest of the compared OMol25 structures with the same formula, charge and spin: 197.9 kJ/mol
* net charge: +4
* orbital gap: 11.112 eV

=====

The following is a DFT calculation (ωB97M-V with the def2-TZVPD basis set) of 7 unconnected molecules or ions with the total composition C42H96INO5P2S.

Atoms and positions in Å:
C 3.050918 -2.605297 -4.952875
C 3.034925 -2.556897 -3.407542
I 1.024995 -2.608978 -2.686553
C 3.805111 -1.321846 -2.908641
C 3.706613 -0.856758 -1.450341
P 3.400483 -2.236055 -0.147592
O 4.184979 -3.507898 -0.795919
O 4.574869 -1.942038 0.978690
O 2.567327 0.004139 -1.247957
C 2.881606 0.933759 -0.313610
O 2.093936 1.666833 0.185383
O 4.216872 0.896416 -0.055669
C 4.837915 0.194148 -1.159926
N 5.054047 1.168722 -2.186674
P 6.563156 -0.443896 -0.721036
S 8.057165 0.573814 -1.402492
H 2.089144 -2.916160 -5.359779
H 3.797158 -3.330010 -5.296544
H 3.304855 -1.627918 -5.372407
H 3.541104 -3.449603 -3.045506
H 4.869669 -1.481019 -3.137408
H 3.478682 -0.465138 -3.513798
H 5.022215 -3.704958 -0.354430
H 4.347254 -1.146046 1.485795
H 4.180827 1.460774 -2.618804
H 5.689778 0.869650 -2.917133
H 6.556786 -0.555445 0.663100
H 6.485834 -1.768035 -1.184266
C -1.134682 1.572305 -0.229405
C -1.284907 1.727705 1.278817
C -2.694623 1.432689 1.788519
C -3.779609 2.349217 1.218720
C -3.545140 3.841694 1.448844
C -3.500799 4.233104 2.922728
H -1.778630 2.270509 -0.769156
H -0.106870 1.771246 -0.525309
H -1.388925 0.558343 -0.549436
H -0.988552 2.739867 1.568168
H -0.583302 1.054055 1.777566
H -2.698593 1.493554 2.880718
H -2.953646 0.396959 1.545620
H -4.741427 2.067621 1.659815
H -3.879607 2.170809 0.144607
H -4.347750 4.397790 0.956688
H -2.617152 4.153155 0.960640
H -4.429232 3.955908 3.426846
H -3.368466 5.310016 3.037070
H -2.676282 3.745361 3.444776
C 2.723042 -7.797302 4.249473
C 1.377444 -7.713186 3.535972
C 1.471694 -7.862819 2.019444
C 2.277385 -6.769835 1.316474
C 1.773478 -5.352140 1.581348
C 0.342487 -5.115780 1.106738
H 3.394766 -6.994026 3.942251
H 2.596978 -7.720782 5.330200
H 3.215994 -8.748694 4.038677
H 0.887321 -6.767413 3.783007
H 0.723397 -8.502385 3.915983
H 0.458932 -7.883588 1.607018
H 1.911235 -8.836750 1.781610
H 2.253817 -6.959956 0.238585
H 3.329400 -6.836949 1.609974
H 2.425629 -4.646962 1.063255
H 1.848791 -5.119504 2.647323
H 0.250977 -5.314053 0.036101
H 0.041216 -4.081143 1.278527
H -0.369182 -5.757197 1.630655
C -2.577371 -7.833530 3.223667
C -4.020995 -7.375864 3.403996
C -4.430639 -6.273040 2.428256
C -3.622321 -4.979075 2.544434
C -3.640869 -4.331316 3.927846
C -5.034556 -3.911786 4.385438
H -1.870929 -7.024605 3.419956
H -2.338052 -8.645981 3.911629
H -2.404567 -8.195422 2.207446
H -4.170988 -7.041787 4.434165
H -4.688358 -8.229587 3.261190
H -5.493601 -6.055769 2.564136
H -4.331219 -6.650733 1.405570
H -4.007823 -4.262603 1.812110
H -2.584544 -5.168892 2.256470
H -2.993411 -3.450935 3.905301
H -3.203443 -5.010326 4.665223
H -5.481168 -3.210930 3.677020
H -4.994959 -3.421120 5.358764
H -5.704277 -4.768076 4.478330
C -5.626308 -4.527841 -5.813514
C -5.409361 -4.215898 -4.335841
C -4.290193 -3.206847 -4.083740
C -2.905050 -3.653282 -4.554843
C -2.415213 -4.968933 -3.952242
C -2.271889 -4.922166 -2.434657
H -4.743908 -4.984478 -6.264160
H -6.457272 -5.221438 -5.948374
H -5.857421 -3.618701 -6.372639
H -5.206519 -5.143264 -3.793200
H -6.336035 -3.815773 -3.916649
H -4.255883 -2.974775 -3.015756
H -4.540610 -2.266808 -4.585335
H -2.185251 -2.864160 -4.312521
H -2.898158 -3.737881 -5.645143
H -1.443862 -5.209429 -4.392979
H -3.086638 -5.785457 -4.232060
H -1.582607 -4.126185 -2.146954
H -1.875035 -5.862305 -2.048850
H -3.226387 -4.739416 -1.938922
C 0.468132 5.217022 -2.341195
C -0.922500 5.496753 -1.778174
C -1.604024 6.712981 -2.402630
C -0.860415 8.031067 -2.183602
C -0.605713 8.375951 -0.717885
C -1.879656 8.569862 0.098827
H 1.158659 6.039963 -2.146644
H 0.894394 4.319876 -1.888588
H 0.425594 5.060215 -3.421564
H -0.855258 5.618567 -0.693440
H -1.552683 4.619354 -1.946629
H -2.619946 6.793153 -2.006096
H -1.715339 6.547892 -3.479007
H -1.431096 8.841152 -2.648651
H 0.097513 8.000792 -2.711281
H -0.016056 9.296253 -0.676609
H 0.009855 7.600170 -0.255411
H -2.497672 9.363302 -0.326802
H -1.643707 8.847576 1.127191
H -2.478899 7.658559 0.136550
C 3.328001 8.373607 -1.121667
C 3.692832 7.607464 0.147148
C 2.847245 7.996085 1.358882
C 2.970643 9.457204 1.792691
C 4.390841 9.909078 2.128942
C 5.012109 9.146072 3.295009
H 3.494843 9.446248 -1.011595
H 3.930061 8.032239 -1.965129
H 2.277216 8.217775 -1.376556
H 4.754216 7.749236 0.368344
H 3.560751 6.537665 -0.035215
H 3.107375 7.341103 2.194955
H 1.796119 7.791308 1.135934
H 2.331681 9.614084 2.667639
H 2.568073 10.106017 1.009307
H 4.366379 10.974267 2.373082
H 5.031980 9.814681 1.248209
H 4.401989 9.248079 4.195022
H 6.008746 9.525907 3.523594
H 5.110582 8.082135 3.074961

Cartesian forces (eV/Å) of the 3 atoms listed first:
C 0.0 -0.1 0.1
C 0.7 0.1 -0.5
I -0.1 -0.1 0.0

Calculated values
* net charge: 0
* orbital gap: 9.198 eV
* SMILES string: C[C@H](I)C[C@]1(P(O)O)OC(=O)O[C@@]1(N)[PH2]=S.CCCCCC.CCCCCC.CCCCCC.CCCCCC.CCCCCC.CCCCCC

=====

The following is a DFT calculation (ωB97M-V with the def2-TZVPD basis set) of 8 unconnected molecules or ions with the total composition C42H97N3O8.

Atoms and positions in Å:
C 6.226379 3.056135 20.731167
C 6.348606 3.647341 19.262162
C 7.485167 2.977901 18.516236
C 4.949947 3.345556 18.746651
C 4.447136 4.210408 17.592106
C 4.769916 5.698662 17.782638
C 6.213064 6.026719 18.264790
C 7.291435 5.884587 17.075568
C 6.253836 7.487156 18.696422
N 6.482078 5.106057 19.425723
O 7.790591 5.247772 19.942693
H 5.764311 2.078446 20.763134
H 7.168745 2.956325 21.304074
H 5.581275 3.673060 21.395750
H 7.244581 2.771916 17.496991
H 8.347102 3.569099 18.521198
H 7.738849 2.047586 18.983291
H 4.898092 2.298108 18.468245
H 4.208422 3.403976 19.566914
H 4.920554 3.820784 16.645894
H 3.382182 4.065216 17.403641
H 4.162768 6.145178 18.590614
H 4.600621 6.199596 16.856632
H 7.304190 6.638645 16.390025
H 7.134763 4.875220 16.635352
H 8.223955 5.903558 17.605329
H 5.760193 7.567490 19.643951
H 5.786984 7.940213 17.848043
H 7.273441 7.853683 18.763920
H 7.622280 5.804682 20.695200
C 12.842715 -1.521389 23.906103
C 13.549278 -0.608474 24.962283
C 12.698480 -0.494106 26.201253
C 14.950479 -1.112757 25.411692
C 15.776440 -0.020166 26.103704
C 15.906309 1.266873 25.333322
C 14.508203 1.850801 24.922196
C 13.856359 2.433224 26.163889
C 14.617321 3.026489 23.921424
N 13.809917 0.732537 24.224210
O 12.574506 1.229942 23.669767
H 13.184168 -2.591484 23.914341
H 11.713050 -1.541635 23.903548
H 13.109005 -1.283722 22.890446
H 11.801043 0.088007 26.101981
H 12.284586 -1.426993 26.510257
H 13.200954 -0.096367 27.124283
H 14.681680 -1.912613 26.079009
H 15.394750 -1.523323 24.477369
H 15.311200 0.215732 27.112478
H 16.751949 -0.439477 26.311320
H 16.440789 0.995286 24.371317
H 16.520952 2.003495 25.782835
H 14.319240 3.408934 26.346493
H 14.101438 1.793787 27.047764
H 12.792653 2.570533 26.086529
H 15.464851 3.708627 24.105898
H 13.691869 3.653959 23.939659
H 14.748528 2.567691 22.996851
H 12.700525 1.185779 22.716324
C 6.156861 -3.388928 19.854636
C 6.052409 -2.772206 18.436678
C 5.633615 -3.960591 17.500072
C 5.074709 -1.576179 18.500200
C 5.010158 -0.890669 17.126543
C 6.401926 -0.261570 16.962363
C 7.464898 -1.382912 16.941472
C 7.311054 -2.063283 15.506229
C 8.840779 -0.740934 17.064861
N 7.342901 -2.240039 18.051117
O 8.327280 -3.258769 17.973728
H 5.187880 -3.616974 20.276294
H 6.680687 -4.267036 19.728911
H 6.771596 -2.861770 20.578645
H 6.493996 -4.526453 17.258419
H 4.895429 -4.473176 18.083281
H 5.175358 -3.589903 16.593215
H 4.064074 -2.026662 18.741817
H 5.357094 -1.005518 19.380915
H 4.870244 -1.654518 16.385423
H 4.220659 -0.096997 17.013681
H 6.608446 0.435890 17.773187
H 6.620882 0.359095 16.125911
H 7.420060 -1.293860 14.713697
H 6.352793 -2.583627 15.377690
H 8.085554 -2.876320 15.345181
H 8.860949 -0.376039 18.097964
H 9.003966 -0.050551 16.255194
H 9.742188 -1.403377 16.973653
H 8.782584 -3.162019 18.839431
C 8.066946 -1.747303 26.084862
C 7.868657 -2.433032 24.708080
C 6.733100 -1.793840 23.949633
O 8.960587 -2.276470 23.809772
H 7.847427 -0.597757 26.117791
H 9.108199 -1.912308 26.428684
H 7.326339 -2.240553 26.748920
H 7.665918 -3.561989 24.869669
H 6.650051 -2.388190 23.014159
H 7.166491 -0.789165 23.766216
H 5.739616 -1.803414 24.406846
H 9.297514 -1.387339 23.817865
C 11.697864 -3.905938 21.614160
C 10.331155 -4.449972 21.247595
C 9.772482 -5.372060 22.305252
O 9.370795 -3.404409 20.954674
H 12.483478 -4.713103 21.465066
H 11.702630 -3.562732 22.653778
H 11.912503 -3.045254 20.946264
H 10.421945 -4.967297 20.288874
H 9.673956 -4.855818 23.275898
H 10.473300 -6.208582 22.377968
H 8.778404 -5.704240 21.985067
H 9.012236 -3.051931 21.799074
C 11.323022 3.678811 17.206559
C 12.052491 4.827159 17.821704
C 11.039271 5.835793 18.448820
O 12.954740 4.323381 18.817211
H 10.744899 3.117662 17.936346
H 12.115822 2.917197 17.070158
H 10.756971 3.667817 16.353097
H 12.676254 5.376985 17.144669
H 10.415961 5.290630 19.200046
H 10.412050 6.267391 17.682507
H 11.485121 6.568655 19.081032
H 12.655661 4.763779 19.630220
C 13.739499 0.146587 17.822109
C 12.894891 0.522128 19.137613
C 12.919092 -0.674030 20.116520
O 13.412580 1.640039 19.825735
H 13.133651 -0.476495 17.202386
H 14.757941 -0.318776 18.025706
H 13.941344 1.047264 17.297866
H 11.813825 0.673656 18.813155
H 13.946373 -0.660264 20.610558
H 12.743180 -1.571055 19.579091
H 12.197094 -0.672319 20.948819
H 13.171845 2.452824 19.375507
C 10.346964 1.938618 21.326574
C 9.379797 0.891503 22.089727
C 8.928466 -0.135294 21.051488
O 9.863401 0.216410 23.259369
H 9.668668 2.575311 20.797250
H 10.993585 1.313876 20.679997
H 10.958123 2.470115 22.051931
H 8.517377 1.434549 22.410881
H 8.148066 -0.781260 21.519297
H 9.728301 -0.824761 20.720516
H 8.437301 0.299394 20.206350
H 10.730023 0.540902 23.498429

Cartesian forces (eV/Å) of the 3 atoms listed first:
C 0.7 0.8 0.9
C -1.4 -0.2 2.1
C -1.0 -0.4 0.0

Calculated values
* energy above the lowest of the compared OMol25 structures with the same formula, charge and spin: 117.8 kJ/mol
* net charge: 0
* orbital gap: 8.458 eV
* SMILES string: CC1(C)CCCC(C)(C)N1O.CC1(C)CCCC(C)(C)N1O.CC1(C)CCCC(C)(C)N1O.CC(C)O.CC(C)O.CC(C)O.CC(C)O.CC(C)O

=====

Values for largest force on an atom, Eh/bohr, ordered as above
0.068; 0.020; 0.094
Values for electronic energy, hartree, ordered as above
-2869.92536; -3467.47835; -2424.42521